1:
Density functional theory data (wB97M-V/def2-TZVPD) for a cluster of 3 separate species, C2H10NO2 in total.

Cartesian coordinates (Å):
C -1.95905 -0.87284 -1.49200
C -1.36880 0.97774 0.11009
N -1.11467 -0.11830 -0.48709
H -2.42778 -1.71709 -0.91966
H -1.14224 -0.95746 -2.22340
H -2.78958 -0.25056 -1.81542
H -2.31920 1.45993 -0.10687
H -0.53233 1.45484 0.61078
H -0.28870 -0.70034 -0.08160
H 2.67286 2.02109 0.82817
H 3.57784 0.97943 0.49108
O 2.63948 1.05039 0.74334
H 1.54049 -0.32881 1.09018
H 1.33930 -1.80172 0.55244
O 0.88422 -1.03751 0.93624

Output
- charge = +1
- HOMO level (eV) = -15.8653
- 2S+1 = 1
- lowest unoccupied orbital energy (Ha) = -0.15957
- gap between HOMO and LUMO (eV) = 11.52

2:
Density functional theory data (wB97M-V/def2-TZVPD) for a cluster of 3 separate species, C2H10NO2 in total.

Cartesian coordinates (Å):
C 0.22447 -2.06110 0.51684
C -1.07148 -0.88711 -1.14864
N -0.23784 -0.87241 -0.20207
H 0.73197 -1.77947 1.43121
H 0.88781 -2.64155 -0.12364
H -0.62057 -2.71570 0.73482
H -1.68930 -1.75604 -1.34071
H -1.12584 -0.07350 -1.84446
H 0.34310 -0.04478 -0.04331
H 0.46296 2.32956 -0.69982
H -0.79377 2.85155 -1.39731
O -0.40440 2.05806 -1.01696
H 0.43536 0.94608 2.10131
H 1.75743 1.69909 1.87089
O 1.21527 0.97922 1.53636

Output
- charge = +1
- HOMO level (eV) = -15.6144
- 2S+1 = 1
- lowest unoccupied orbital energy (Ha) = -0.17263
- gap between HOMO and LUMO (eV) = 10.92

Stability, lowest: 1

1:
Density functional theory data (wB97M-V/def2-TZVPD) for the molecule C3H6N2OS.

Cartesian coordinates (Å):
C 0.74329 -0.04641 -0.72002
C -1.37574 0.17747 0.07256
C -0.46153 0.41925 1.20500
N -0.51928 0.26765 -1.06467
N 0.83036 -0.11290 0.62935
O 2.98915 -1.25162 -0.92067
S 2.05109 -0.54486 -1.78670
H -1.61303 -0.94996 0.06152
H -2.30744 0.71590 0.00760
H -0.28321 1.59195 1.18810
H -0.75334 -0.03218 2.18501
H -1.00625 0.15083 -1.97267
H 1.70592 -0.38512 1.11558

Output
- HOMO level (eV) = -6.8456
- 2S+1 = 1
- lowest unoccupied orbital energy (Ha) = 0.02059
- gap between HOMO and LUMO (eV) = 7.41

2:
Density functional theory data (wB97M-V/def2-TZVPD) for the molecule C3H6N2OS.

Cartesian coordinates (Å):
C 0.74497 -0.14144 -0.11104
C -2.14161 -0.29739 0.03926
C 2.26468 0.25550 -0.10153
N -0.02798 0.78206 0.40928
N -1.33522 0.71749 0.19827
O 0.42856 -1.23421 -0.60588
S -3.84789 -0.06104 -0.05851
H -1.81566 -1.28149 -0.13517
H 2.48017 1.31752 -0.23793
H 2.88380 -0.23111 -0.92070
H 2.48781 -0.06838 0.96530
H -1.87769 1.51613 0.47482
H -4.39767 -1.24954 0.03686

Output
- HOMO level (alpha / beta) (eV) = -8.4587 / -8.4581
- 2S+1 = 1
- lowest unoccupied orbital energy (alpha / beta) (Ha) = -0.00015 / -0.00017
- gap between HOMO and LUMO (alpha / beta) (eV) = 8.45 / 8.45

3:
Density functional theory data (wB97M-V/def2-TZVPD) for the molecule C3H6N2OS.

Cartesian coordinates (Å):
C 1.48026 -0.10869 0.20098
C 0.31761 0.49287 0.94405
C -0.92374 0.55278 0.07628
H 2.60215 0.37685 -1.39126
H 1.67636 1.73425 -0.94859
H 2.39455 -1.65736 -0.45611
H 0.60287 1.54461 1.26001
H 0.13798 -0.00822 1.90715
H -0.70692 -1.65456 0.40209
N 2.11374 0.81724 -0.64283
N 1.73513 -1.34299 0.25324
O -1.54184 1.59929 -0.08704
S -1.65994 -0.94196 -0.29236

Output
- HOMO level (eV) = -9.7906
- 2S+1 = 1
- lowest unoccupied orbital energy (Ha) = 0.02173
- gap between HOMO and LUMO (eV) = 10.38

4:
Density functional theory data (wB97M-V/def2-TZVPD) for the molecule C3H6N2OS.

Cartesian coordinates (Å):
C 0.68332 1.89151 -0.35234
C -0.53791 -0.20130 -0.44011
C 0.40469 -1.94491 1.04251
H 0.41788 2.21123 -1.48155
H 1.92537 1.91327 -0.19212
H 0.09332 2.35189 0.64512
H -1.54540 0.99067 -1.49410
H -1.42480 -1.73461 -0.13493
H 0.92042 -1.14049 1.72468
N -1.69829 0.16531 -0.94640
N -0.50444 -1.47556 0.14186
O 0.62612 0.44411 -0.02807
S 0.63974 -3.47111 1.51545

Output
- HOMO level (eV) = -8.6820
- 2S+1 = 1
- lowest unoccupied orbital energy (Ha) = 0.00063
- gap between HOMO and LUMO (eV) = 8.70

Stability, lowest: 4

1:
Density functional theory data (wB97M-V/def2-TZVPD) for the molecule C3H6N2OS.

Cartesian coordinates (Å):
C 1.31581 0.22861 0.66584
C -0.55904 -0.63036 -0.77851
C -2.09611 0.68136 0.72123
H 2.08183 -0.55785 1.01769
H 0.36166 0.09860 1.29651
H 1.80558 1.27598 0.90086
H 1.84133 -1.57991 -1.41303
H -0.64193 -1.05461 -1.68053
H -3.04599 0.31404 1.32184
N 0.68988 -0.07013 -0.83954
N -1.66848 -0.52129 0.02809
O 1.68153 -0.50250 -1.72995
S -1.76606 2.31806 0.48950

Output
- HOMO level (eV) = -8.4199
- 2S+1 = 1
- lowest unoccupied orbital energy (Ha) = -0.02627
- gap between HOMO and LUMO (eV) = 7.71

2:
Density functional theory data (wB97M-V/def2-TZVPD) for the molecule C3H6N2OS.

Cartesian coordinates (Å):
C -0.63851 -0.15554 1.12163
C 0.31976 0.46162 0.17903
C -1.02636 -0.25186 -1.69713
H 0.47559 -1.68129 1.72021
H -1.67018 -0.00816 0.69642
H -0.58050 0.45321 2.05391
H 0.67852 0.78895 -1.78498
H -1.21427 0.26264 -2.70229
H -1.19263 -1.72883 -0.48359
N 0.06520 0.28952 -1.17648
N -1.71449 -1.21168 -1.30862
O -0.46479 -1.55185 1.37018
S 1.67734 1.27863 0.58209

Output
- HOMO level (eV) = -9.1777
- 2S+1 = 1
- lowest unoccupied orbital energy (Ha) = -0.01240
- gap between HOMO and LUMO (eV) = 8.84

Stability, lowest: 1